No. 1
The following is a DFT calculation (wB97M-V/def2-TZVPD) of a molecular structure, C45H43BCl3CrF4GeN5O3Si at a distorted geometry.

Highest occupied orbital energy (spin up / spin down) (eV): -8.4 / -6.8
Total energy (eV): -202894.581
Energy above the lowest of the compared OMol25 structures with the same formula, charge and spin (kJ/mol): 173.2
Expectation value of S²: 2.17
Frontier orbital gap (spin up / spin down) (eV): 8.177 / 6.286
Spin multiplicity: 3

XYZ file:
```
107
Properties=species:S:1:pos:R:3:mulliken_spin:R:1
Cr -0.10910 -0.05264 -0.21470 2.2813
O -3.43619 1.24680 0.93022 0.0028
C -2.46139 0.55101 0.83287 -0.0550
O -1.21186 0.96577 1.10261 -0.0843
C -2.54210 -0.91015 0.43788 0.0316
C -3.74028 -1.58594 0.46048 -0.0013
C -3.70861 -2.97159 0.40421 0.0006
C -2.48978 -3.61794 0.31852 0.0000
C -1.33165 -2.86676 0.23580 -0.0108
N -1.36122 -1.53766 0.29237 0.0034
H -4.65558 -1.02337 0.57677 0.0001
H -4.62634 -3.54246 0.45884 -0.0002
H -2.42652 -4.69773 0.30677 0.0003
H -0.35650 -3.32334 0.12501 0.0028
Cl 4.70421 -0.86125 2.55276 -0.0134
C 4.04849 0.10321 1.21984 -0.0210
Cl 4.93732 -0.28589 -0.26231 0.0009
Cl 4.29494 1.83530 1.62103 -0.0207
C 2.63426 -0.17740 0.98848 -0.0754
N 1.54817 -0.09017 0.57357 -0.0953
F -1.55009 -1.16871 5.12592 0.0001
B -1.53797 -1.74389 3.85494 0.0139
F -2.83747 -1.99567 3.39676 0.0001
F -0.72326 -2.86601 3.78101 0.0000
F -0.95964 -0.74756 2.89883 0.0025
N 2.59218 2.84799 -3.75466 0.0005
C 1.54704 2.84389 -2.88268 0.0016
C 1.39357 1.80294 -1.95234 -0.0088
N 0.35294 1.75624 -1.14025 0.0170
C -0.53105 2.76832 -1.18475 -0.0024
C -0.34405 3.79812 -2.07928 -0.0021
N 0.67419 3.84381 -2.94083 -0.0059
H 3.21038 2.06165 -3.81686 0.0000
H 2.61597 3.55787 -4.46296 0.0000
H 2.11146 0.99347 -1.89511 -0.0040
H -1.35758 2.75480 -0.48952 -0.0008
H -1.04367 4.62414 -2.10910 -0.0003
C 2.04210 -3.68571 -4.56428 0.0005
C 1.95945 -2.80450 -3.30561 0.0014
C 2.97695 -1.67015 -3.44727 0.0049
C 2.31260 -3.62482 -2.05297 0.0026
Si 0.27579 -2.00070 -3.07476 -0.0159
O 0.32920 -1.05331 -1.76064 0.0421
C -1.14571 -3.23558 -2.96679 0.0034
C -1.03573 -4.62833 -2.89047 0.0002
C -2.16332 -5.44445 -2.84750 0.0001
C -3.43143 -4.88044 -2.88538 0.0006
C -3.56649 -3.49920 -2.96906 -0.0005
C -2.43778 -2.69422 -3.00989 -0.0018
C -0.18916 -0.94932 -4.57907 0.0045
C -0.50363 0.40519 -4.41858 -0.0011
C -0.93818 1.18565 -5.48733 -0.0015
C -1.07683 0.61867 -6.74635 0.0000
C -0.78744 -0.72827 -6.92936 -0.0001
C -0.35409 -1.49848 -5.85849 0.0009
H 3.02156 -4.17851 -4.61273 -0.0001
H 1.93173 -3.08572 -5.47195 0.0000
H 1.27798 -4.46684 -4.58700 -0.0001
H 3.97940 -2.08004 -3.62815 0.0002
H 3.01610 -1.07916 -2.53115 -0.0017
H 2.72356 -1.00559 -4.28380 -0.0001
H 3.36045 -3.94960 -2.09655 -0.0001
H 1.69499 -4.52215 -1.95602 -0.0002
H 2.18176 -3.03034 -1.14122 -0.0022
H -0.05961 -5.09758 -2.85879 0.0000
H -2.04927 -6.52098 -2.79504 0.0000
H -4.31043 -5.51417 -2.85617 0.0001
H -4.55272 -3.05028 -3.00591 0.0000
H -2.56186 -1.61583 -3.08795 0.0010
H -0.42150 0.85093 -3.43670 0.0000
H -1.17098 2.23329 -5.33367 0.0000
H -1.41655 1.21999 -7.58131 0.0000
H -0.90893 -1.17954 -7.90751 0.0000
H -0.15114 -2.55393 -6.02052 0.0000
C -2.69367 1.40862 3.93006 0.0009
Ge -0.88693 1.50707 3.31152 0.0100
C -0.52953 3.20465 2.45200 -0.0024
C -1.47565 4.22592 2.43866 0.0020
C -1.19557 5.42974 1.79798 -0.0003
C 0.02699 5.61414 1.16354 0.0005
C 0.97434 4.59619 1.16933 0.0000
C 0.69464 3.39973 1.81506 -0.0034
C 0.66604 1.00521 4.35341 -0.0027
C 1.46538 -0.08167 4.12934 -0.0105
C 2.49716 -0.41517 5.03715 0.0031
C 2.71574 0.34161 6.14714 0.0009
C 1.92986 1.49318 6.40072 0.0001
C 2.14977 2.29933 7.54752 -0.0001
C 1.39637 3.41152 7.78197 0.0000
C 0.37584 3.77469 6.87442 -0.0001
C 0.13390 3.00971 5.77155 0.0005
C 0.89817 1.84031 5.49443 -0.0037
H -2.75870 1.97667 4.86240 0.0003
H -2.97453 0.37688 4.12045 -0.0001
H -3.33563 1.84779 3.17233 -0.0003
H -2.44030 4.08516 2.91532 0.0002
H -1.93407 6.22310 1.79268 0.0000
H 0.24218 6.55214 0.66484 0.0000
H 1.93060 4.73638 0.67531 -0.0002
H 1.43033 2.60785 1.82070 0.0034
H 1.29932 -0.72729 3.28065 0.0067
H 3.09262 -1.30030 4.85083 0.0001
H 3.48910 0.07226 6.85844 0.0001
H 2.93324 2.00926 8.23964 0.0000
H 1.57391 4.01791 8.66184 0.0000
H -0.21349 4.66509 7.05637 0.0000
H -0.65148 3.31715 5.08824 -0.0003
```

***

No. 2
The following is a DFT calculation (wB97M-V/def2-TZVPD) of a molecular structure, C45H43Cl2N3O5P2S2Zr.

Highest occupied orbital energy (eV): -12.5
Total energy (eV): -128637.093
Energy above the lowest of the compared OMol25 structures with the same formula, charge and spin (kJ/mol): 0.0
Total charge: +2
Frontier orbital gap (eV): 6.937

XYZ file:
```
103
Properties=species:S:1:pos:R:3:lowdin_charge:R:1
Zr -0.34718 -0.70719 -1.14470 1.4827
C 1.92722 3.17896 0.17174 -0.0952
N 1.71844 1.72899 0.04392 -0.4750
P 0.77226 0.74905 1.08607 1.0038
C 1.87212 0.35202 2.47687 -0.3514
C 3.06725 1.03445 2.68825 -0.1139
C 3.83580 0.75827 3.81126 -0.0532
C 3.41537 -0.19938 4.72376 -0.0557
C 2.21938 -0.87453 4.52040 -0.0560
C 1.44563 -0.59600 3.40513 -0.0806
C -0.49758 1.72180 1.94143 -0.3237
C -1.84681 1.44739 1.71987 -0.1019
C -2.82850 2.15333 2.39802 -0.0561
C -2.47075 3.13931 3.30382 -0.0480
C -1.12904 3.40003 3.55622 -0.0507
C -0.14699 2.68449 2.89301 -0.0829
P 1.91342 0.86143 -1.40960 0.9168
C 2.22893 2.12776 -2.64561 -0.3648
C 1.13013 2.78908 -3.19641 -0.1291
C 1.32455 3.84008 -4.07906 -0.0555
C 2.61427 4.23221 -4.40962 -0.0481
C 3.71025 3.58432 -3.85430 -0.0500
C 3.52359 2.53233 -2.97093 -0.0735
C 3.40718 -0.17023 -1.36905 -0.3654
C 4.07433 -0.52607 -0.20438 -0.0735
C 5.13289 -1.42524 -0.25511 -0.0627
C 5.52202 -1.97998 -1.46422 -0.0617
C 4.85631 -1.62960 -2.63320 -0.0589
C 3.80434 -0.73010 -2.58670 -0.1285
H 1.63352 3.49367 1.16810 0.0664
H 1.32693 3.72718 -0.55415 0.0812
H 2.97581 3.43708 0.02257 0.0919
H 3.40852 1.77492 1.97544 0.0997
H 4.76104 1.29496 3.97293 0.1157
H 4.01581 -0.41254 5.59780 0.1147
H 1.88588 -1.61165 5.23930 0.1102
H 0.49887 -1.10597 3.26464 0.0878
H -2.13689 0.66879 1.02762 0.0782
H -3.87325 1.93943 2.21288 0.1182
H -3.23677 3.69542 3.82769 0.1165
H -0.84833 4.15048 4.28299 0.1155
H 0.89267 2.86136 3.13963 0.1036
H 0.12769 2.49388 -2.91071 0.0651
H 0.47329 4.35302 -4.50620 0.1160
H 2.76553 5.05038 -5.10103 0.1171
H 4.71328 3.89907 -4.10836 0.1163
H 4.38046 2.02698 -2.54457 0.1121
H 3.78069 -0.09939 0.74345 0.0693
H 5.65962 -1.68020 0.65550 0.1145
H 6.35152 -2.67342 -1.50097 0.1147
H 5.16865 -2.04621 -3.58160 0.1145
H 3.30654 -0.44171 -3.50577 0.0955
Cl -0.85988 0.34218 -4.60206 0.6547
C -0.05991 -1.16748 -4.98587 -0.8623
Cl 0.60581 -1.92755 -3.49293 0.5940
H 0.78191 -0.98742 -5.64410 0.0468
H -0.76858 -1.86755 -5.41293 0.0432
O -5.50122 1.49171 -1.63189 0.0846
C -4.68928 2.48995 -1.25611 -0.2519
C -5.29136 3.68625 -0.86244 0.0068
C -4.52167 4.75936 -0.47134 -0.0479
C -3.12632 4.67598 -0.45204 -0.0711
C -2.52496 3.49817 -0.82206 -0.0345
C -3.28541 2.38793 -1.22671 -0.0917
C -2.59359 1.15451 -1.55898 -0.4008
O -1.28685 1.06300 -1.31276 -0.3206
N -3.22600 0.12487 -2.03378 0.0303
N -2.38789 -0.98704 -2.14494 -0.2344
C -3.01523 -2.06292 -2.51235 -0.9114
S -2.25229 -3.62445 -2.46163 0.9378
C -3.53479 -4.44916 -3.44734 -0.4797
C -4.86329 -3.83538 -3.05971 -0.4819
S -4.67182 -2.03188 -3.01493 1.0265
H -4.96102 0.72249 -1.89396 0.0532
H -6.37089 3.74425 -0.88513 0.1282
H -5.00908 5.68029 -0.17909 0.1159
H -2.53086 5.52473 -0.14668 0.1085
H -1.44734 3.39879 -0.79781 0.1051
H -3.49280 -5.51011 -3.20663 0.0923
H -3.31332 -4.30731 -4.50354 0.0862
H -5.19430 -4.17140 -2.07837 0.0883
H -5.63398 -4.06263 -3.79474 0.0934
C -2.39230 -3.90475 5.70308 -0.0281
O -2.58985 -3.14167 4.50700 -0.0304
C -1.65499 -3.14528 3.56750 -0.2527
C -0.44435 -3.87111 3.66422 0.0129
C 0.44512 -3.81862 2.62829 0.0021
C 0.21309 -3.03571 1.47606 -0.1224
C 1.13625 -3.03943 0.39163 -0.3118
C 2.29926 -3.97799 0.35602 0.0259
O 1.01268 -2.25819 -0.60037 -0.2294
C -1.00935 -2.30523 1.40618 -0.3037
O -1.31617 -1.57921 0.33360 -0.2816
C -1.92590 -2.37900 2.43526 0.0884
H -3.27765 -3.73555 6.30549 0.1033
H -1.51056 -3.55695 6.24154 0.1012
H -2.30366 -4.96646 5.47300 0.1039
H -0.22839 -4.47061 4.53456 0.1157
H 1.36424 -4.38326 2.70421 0.1260
H 1.96996 -5.01014 0.47503 0.1072
H 2.98422 -3.74722 1.17500 0.1064
H 2.83261 -3.86277 -0.58385 0.0927
H -2.85798 -1.83553 2.36538 0.1449
```